A 2-piece molecular cluster, C2H7S overall in a non-equilibrium geometry, computed with ωB97M-V/def2-TZVPD.

Last column: Löwdin charge in e.
Cartesian coordinates (Å):
S -1.790 -1.159 2.145  -0.349
C 0.130 -0.325 -1.067  -0.192
C 0.954 0.674 -0.218  -0.195
H -0.278 -1.145 -0.469  0.009
H 0.234 1.349 0.232  0.047
H 1.668 1.244 -0.825  0.044
H -0.753 0.238 -1.344  0.054
H 1.596 0.225 0.541  0.052
H -2.564 -0.264 2.762  -0.519
H 0.805 -0.837 -1.755  0.048

The HOMO energy is -2.394 eV. The largest force on an atom comes out at 1.8 eV Å⁻¹. As for the charge: -1. As for the multiplicity: 1. The energy relative to the best compared isomer or geometry (same formula, charge and spin) comes out at 0.3343 eV.